Below is a 13-piece molecular cluster, C42H118N8O18 overall in a non-equilibrium geometry, with properties calculated with the ωB97M-V functional and the def2-TZVPD basis.

* HOMO energy: -0.321 hartree
* LUMO: 0.35 eV
* calculated total energy: -3463.1086 Ha
* relative energy (zero: lowest compared OMol25 entry of this formula, charge and spin): 126.27 kJ/mol

Bonds (Å) are listed after each position.
Element x y z (Å)
1 C -4.072 -2.421 -3.383  C2 1.533, O4 1.428, H5 1.088, H6 1.088
2 C -4.580 -1.812 -2.071  C1 1.533, O3 1.419, H7 1.096, H8 1.092
3 O -4.792 -0.417 -2.219  C2 1.419, H9 0.982
4 O -2.984 -1.657 -3.904  C1 1.428, H10 0.968
5 H -4.830 -2.388 -4.164  C1 1.088
6 H -3.702 -3.383 -3.035  C1 1.088
7 H -3.761 -1.913 -1.350  C2 1.096
8 H -5.423 -2.407 -1.714  C2 1.092
9 H -5.143 -0.026 -1.390  O3 0.982
10 H -3.178 -0.721 -3.752  O4 0.968
11 C -2.003 4.637 6.125  C12 1.546, O14 1.412, H15 1.098, H16 1.098
12 C -0.683 4.483 5.335  C11 1.546, O13 1.407, H17 1.094, H18 1.089
13 O -0.655 3.213 4.730  C12 1.407, H19 0.970
14 O -2.056 5.766 6.972  C11 1.412, H20 0.959
15 H -2.193 3.702 6.668  C11 1.098
16 H -2.787 4.720 5.360  C11 1.098
17 H 0.179 4.610 5.997  C12 1.094
18 H -0.682 5.285 4.598  C12 1.089
19 H -0.309 2.591 5.390  O13 0.970
20 H -2.969 5.915 7.225  O14 0.959
21 C -5.104 3.444 -3.377  C22 1.528, O24 1.440, H25 1.093, H26 1.094
22 C -3.728 2.780 -3.341  C21 1.528, O23 1.432, H27 1.096, H28 1.084
23 O -3.822 1.479 -3.933  C22 1.432, H29 0.979
24 O -5.918 2.922 -2.310  C21 1.440, H30 0.960
25 H -5.603 3.178 -4.312  C21 1.093
26 H -5.073 4.532 -3.262  C21 1.094
27 H -3.569 2.595 -2.272  C22 1.096
28 H -2.931 3.341 -3.814  C22 1.084
29 H -4.168 0.871 -3.249  O23 0.979
30 H -6.834 3.044 -2.571  O24 0.960
31 C 3.369 0.087 2.705  C32 1.532, O34 1.416, H35 1.099, H36 1.098
32 C 3.636 1.509 2.203  C31 1.532, O33 1.436, H37 1.095, H38 1.084
33 O 3.514 2.403 3.321  C32 1.436, H39 0.963
34 O 2.281 0.024 3.610  C31 1.416, H40 0.972
35 H 4.323 -0.231 3.150  C31 1.099
36 H 3.203 -0.561 1.834  C31 1.098
37 H 2.808 1.754 1.529  C32 1.095
38 H 4.629 1.558 1.771  C32 1.084
39 H 2.691 2.167 3.762  O33 0.963
40 H 2.093 -0.929 3.642  O34 0.972
41 C -0.704 -0.064 -6.227  C42 1.511, O44 1.419, H45 1.098, H46 1.095
42 C -1.011 1.415 -6.295  C41 1.511, O43 1.418, H47 1.091, H48 1.096
43 O -2.400 1.700 -6.245  C42 1.418, H49 0.968
44 O -0.481 -0.530 -4.905  C41 1.419, H50 0.963
45 H 0.233 -0.260 -6.765  C41 1.098
46 H -1.478 -0.639 -6.745  C41 1.095
47 H -0.714 1.786 -7.277  C42 1.091
48 H -0.457 1.887 -5.477  C42 1.096
49 H -2.766 1.556 -5.361  O43 0.968
50 H -1.260 -1.010 -4.606  O44 0.963
51 C -1.238 0.705 -1.616  C52 1.550, H57 1.094, H58 1.086, H59 1.092
52 C -0.243 -0.216 -0.866  C51 1.550, C53 1.515, N56 1.472, H60 1.086
53 C -0.142 0.058 0.620  C52 1.515, O54 1.421, H61 1.091, H62 1.098
54 O 0.527 1.299 0.802  C53 1.421, C55 1.398
55 C 0.191 1.849 2.043  O54 1.398, H63 1.095, H64 1.093, H65 1.096
56 N -0.686 -1.606 -1.059  C52 1.472, H66 1.014, H67 1.013
57 H -2.201 0.661 -1.098  C51 1.094
58 H -1.303 0.318 -2.629  C51 1.086
59 H -0.886 1.738 -1.648  C51 1.092
60 H 0.714 -0.071 -1.360  C52 1.086
61 H 0.372 -0.753 1.136  C53 1.091
62 H -1.176 0.196 0.965  C53 1.098
63 H 0.585 1.289 2.897  C55 1.095
64 H -0.882 2.033 2.137  C55 1.093
65 H 0.621 2.833 2.265  C55 1.096
66 H -1.620 -1.727 -0.681  N56 1.014
67 H -0.737 -1.777 -2.057  N56 1.013
68 C 1.418 -3.323 1.560  C69 1.542, H74 1.092, H75 1.091, H76 1.093
69 C 1.224 -3.427 3.086  C68 1.542, C70 1.531, N73 1.473, H77 1.090
70 C 0.831 -4.848 3.500  C69 1.531, O71 1.420, H78 1.097, H79 1.096
71 O -0.545 -5.014 3.190  C70 1.420, C72 1.418
72 C -0.956 -6.321 2.827  O71 1.418, H80 1.096, H81 1.084, H82 1.097
73 N 2.462 -3.014 3.769  C69 1.473, H83 1.014, H84 1.015
74 H 0.995 -2.366 1.247  C68 1.092
75 H 0.893 -4.101 1.004  C68 1.091
76 H 2.450 -3.334 1.199  C68 1.093
77 H 0.434 -2.703 3.283  C69 1.090
78 H 0.814 -4.928 4.594  C70 1.097
79 H 1.619 -5.481 3.077  C70 1.096
80 H -0.491 -6.532 1.858  C72 1.096
81 H -2.038 -6.392 2.790  C72 1.084
82 H -0.579 -7.084 3.518  C72 1.097
83 H 3.284 -3.222 3.215  N73 1.014
84 H 2.586 -3.538 4.630  N73 1.015
85 C -5.898 2.888 1.649  C86 1.556, H91 1.095, H92 1.095, H93 1.088
86 C -5.001 1.673 1.275  C85 1.556, C87 1.552, N90 1.470, H94 1.083
87 C -5.069 0.701 2.483  C86 1.552, O88 1.415, H95 1.100, H96 1.089
88 O -4.616 1.326 3.669  C87 1.415, C89 1.407
89 C -3.232 1.567 3.588  O88 1.407, H97 1.101, H98 1.096, H99 1.089
90 N -5.652 0.999 0.142  C86 1.470, H100 1.020, H101 1.015
91 H -6.084 3.486 0.750  C85 1.095
92 H -5.344 3.587 2.285  C85 1.095
93 H -6.857 2.654 2.106  C85 1.088
94 H -4.018 2.066 1.042  C86 1.083
95 H -4.418 -0.146 2.217  C87 1.100
96 H -6.045 0.251 2.658  C87 1.089
97 H -2.905 2.492 3.088  C89 1.101
98 H -2.702 0.801 3.010  C89 1.096
99 H -2.774 1.690 4.569  C89 1.089
100 H -5.877 1.679 -0.585  N90 1.020
101 H -6.566 0.619 0.364  N90 1.015
102 C 3.224 -0.912 -1.245  C103 1.537, H108 1.096, H109 1.085, H110 1.098
103 C 3.931 0.277 -1.916  C102 1.537, C104 1.520, N107 1.481, H111 1.092
104 C 4.695 0.041 -3.208  C103 1.520, O105 1.403, H112 1.101, H113 1.093
105 O 3.883 -0.248 -4.315  C104 1.403, C106 1.411
106 C 4.467 0.038 -5.567  O105 1.411, H114 1.095, H115 1.085, H116 1.099
107 N 2.889 1.271 -2.262  C103 1.481, H117 1.013, H118 1.011
108 H 2.597 -1.335 -2.038  C102 1.096
109 H 2.718 -0.563 -0.351  C102 1.085
110 H 3.820 -1.816 -1.059  C102 1.098
111 H 4.663 0.768 -1.271  C103 1.092
112 H 5.373 -0.806 -3.021  C104 1.101
113 H 5.340 0.919 -3.311  C104 1.093
114 H 4.416 1.090 -5.864  C106 1.095
115 H 4.054 -0.636 -6.310  C106 1.085
116 H 5.553 -0.126 -5.512  C106 1.099
117 H 2.439 0.995 -3.127  N107 1.013
118 H 2.161 1.392 -1.571  N107 1.011
119 C 2.086 -4.594 -1.599  C120 1.513, H125 1.093, H126 1.091, H127 1.091
120 C 0.619 -4.852 -1.863  C119 1.513, C121 1.531, N124 1.482, H128 1.096
121 C 0.410 -6.096 -2.729  C120 1.531, O122 1.411, H129 1.098, H130 1.094
122 O -0.963 -6.323 -2.966  C121 1.411, C123 1.416
123 C -1.383 -6.262 -4.317  O122 1.416, H131 1.088, H132 1.092, H133 1.092
124 N -0.033 -5.111 -0.558  C120 1.482, H134 1.019, H135 1.014
125 H 2.665 -4.669 -2.523  C119 1.093
126 H 2.502 -5.321 -0.900  C119 1.091
127 H 2.191 -3.616 -1.126  C119 1.091
128 H 0.053 -4.036 -2.330  C120 1.096
129 H 0.817 -6.944 -2.164  C121 1.098
130 H 0.975 -6.033 -3.664  C121 1.094
131 H -0.887 -5.477 -4.884  C123 1.088
132 H -2.452 -6.036 -4.336  C123 1.092
133 H -1.297 -7.264 -4.742  C123 1.092
134 H -0.881 -5.628 -0.784  N124 1.019
135 H -0.342 -4.260 -0.101  N124 1.014
136 C 3.875 5.856 3.925  C137 1.531, H142 1.090, H143 1.089, H144 1.094
137 C 3.116 7.080 3.405  C136 1.531, C138 1.534, N141 1.494, H145 1.086
138 C 3.666 7.594 2.069  C137 1.534, O139 1.438, H146 1.096, H147 1.095
139 O 3.871 9.012 2.190  C138 1.438, C140 1.409
140 C 4.769 9.507 1.225  O139 1.409, H148 1.096, H149 1.097, H150 1.089
141 N 1.716 6.592 3.214  C137 1.494, H151 1.016, H152 1.017
142 H 3.582 4.940 3.411  C136 1.090
143 H 3.713 5.781 5.000  C136 1.089
144 H 4.960 5.927 3.798  C136 1.094
145 H 3.133 7.786 4.230  C137 1.086
146 H 2.932 7.508 1.259  C138 1.096
147 H 4.579 7.081 1.750  C138 1.095
148 H 4.581 9.071 0.238  C140 1.096
149 H 5.831 9.322 1.431  C140 1.097
150 H 4.633 10.587 1.205  C140 1.089
151 H 1.743 5.865 2.504  N141 1.016
152 H 1.152 7.322 2.787  N141 1.017
153 C 0.887 -0.081 8.501  C154 1.536, H159 1.094, H160 1.091, H161 1.088
154 C 0.667 -0.237 6.988  C153 1.536, C155 1.525, N158 1.461, H162 1.100
155 C -0.693 -0.832 6.645  C154 1.525, O156 1.414, H163 1.096, H164 1.102
156 O -0.596 -1.468 5.386  C155 1.414, C157 1.413
157 C -1.712 -2.291 5.107  O156 1.413, H165 1.092, H166 1.096, H167 1.089
158 N 0.794 0.987 6.199  C154 1.461, H168 1.024, H169 1.018
159 H -0.010 0.361 8.945  C153 1.094
160 H 1.731 0.578 8.706  C153 1.091
161 H 1.116 -1.043 8.952  C153 1.088
162 H 1.425 -1.000 6.764  C154 1.100
163 H -1.463 -0.055 6.720  C155 1.096
164 H -0.987 -1.614 7.363  C155 1.102
165 H -2.617 -1.696 4.973  C157 1.092
166 H -1.842 -3.012 5.922  C157 1.096
167 H -1.502 -2.888 4.222  C157 1.089
168 H 1.058 0.611 5.284  N158 1.024
169 H 1.597 1.580 6.399  N158 1.018
170 C 3.387 -3.444 -6.279  C171 1.539, H176 1.101, H177 1.090, H178 1.086
171 C 2.034 -2.759 -6.019  C170 1.539, C172 1.527, N175 1.469, H179 1.102
172 C 0.779 -3.551 -6.377  C171 1.527, O173 1.406, H180 1.097, H181 1.092
173 O 0.736 -4.057 -7.689  C172 1.406, C174 1.403
174 C 0.560 -3.073 -8.673  O173 1.403, H182 1.101, H183 1.097, H184 1.085
175 N 2.002 -2.493 -4.575  C171 1.469, H185 1.024, H186 1.016
176 H 3.234 -4.422 -5.799  C170 1.101
177 H 4.158 -3.045 -5.620  C170 1.090
178 H 3.702 -3.586 -7.308  C170 1.086
179 H 2.014 -1.819 -6.594  C171 1.102
180 H -0.081 -2.892 -6.206  C172 1.097
181 H 0.764 -4.381 -5.668  C172 1.092
182 H 1.173 -2.176 -8.493  C174 1.101
183 H -0.453 -2.651 -8.641  C174 1.097
184 H 0.868 -3.431 -9.650  C174 1.085
185 H 2.662 -1.732 -4.394  N175 1.024
186 H 1.077 -2.167 -4.312  N175 1.016